{"formula": "C32H43AsN8S3Zr", "method": "ωB97M-V/def2-TZVPD", "elements": ["H", "H", "C", "N", "C", "C", "C", "C", "H", "H", "N", "H", "C", "H", "C", "C", "H", "H", "C", "C", "C", "H", "H", "H", "C", "H", "C", "N", "H", "H", "C", "H", "C", "H", "C", "N", "H", "C", "H", "N", "As", "C", "H", "H", "C", "C", "C", "C", "H", "C", "Zr", "N", "S", "C", "N", "C", "H", "H", "S", "C", "H", "H", "C", "H", "H", "H", "H", "C", "H", "H", "H", "N", "H", "H", "H", "H", "H", "H", "C", "H", "C", "S", "H", "H", "H", "C", "C", "H"], "coordinates": [[0.3488, 1.2451, 3.3942], [-1.7758, 0.3123, -1.2999], [1.4376, -1.2621, -3.8206], [0.5296, 0.2986, 3.0776], [-2.0135, -4.6295, 2.1537], [-2.3908, -4.8413, 0.8113], [2.9682, 2.2389, 0.1976], [-2.1241, 1.3791, 2.2119], [-5.5436, 2.3580, -5.5582], [-4.2063, 3.0842, -6.4604], [-3.0016, 0.9416, -4.5400], [3.1074, 2.0666, -3.1909], [4.2978, 4.0250, -0.7022], [4.5841, -3.1357, 1.2959], [0.7315, 1.0440, -3.7934], [3.7543, 3.3650, 0.3916], [-2.3240, -0.0141, 4.1881], [0.6159, 1.9927, -3.2860], [0.4645, -0.2728, -5.7871], [3.3927, -1.7660, 0.1566], [-1.1806, -3.5797, 2.4086], [1.5192, 0.1226, 3.2424], [-2.3944, -5.2467, 2.9542], [-2.2761, 2.0499, 0.1526], [-1.6288, 2.1596, 1.0161], [-0.1092, 2.0297, -0.3340], [4.4630, -2.6320, 0.3462], [-1.9160, -0.0977, 2.1120], [-0.0993, 1.7949, -5.6187], [0.1508, -0.3590, -6.8195], [3.2757, 2.4257, -2.1842], [-3.1853, 1.5849, 2.3811], [1.2949, -0.0514, -3.1446], [-0.9070, -3.3193, 3.4221], [-0.2522, -0.6495, 3.9068], [-1.8593, -0.4882, -0.6531], [-3.6008, 0.5866, -0.1575], [4.0625, 3.5527, -1.9844], [1.1563, -2.3024, -5.6680], [-0.2704, 1.7105, 0.6201], [1.7544, 0.1037, -1.2815], [3.2350, -1.1228, -1.0697], [4.4977, 4.0583, -2.8360], [-0.1596, -0.4540, 4.9756], [-4.4598, 2.4257, -5.6316], [-3.0915, -0.7563, 1.4718], [2.7196, 1.7694, -1.0917], [-3.0468, 2.0634, -3.8090], [2.5992, 1.6920, 1.0605], [-3.4696, -5.8072, 0.4548], [0.0552, -0.6971, 0.7940], [-3.8827, 2.9235, -4.3835], [0.2286, -2.6384, -1.0192], [-3.7963, 1.0349, -5.7670], [-1.7880, -4.1861, -0.1708], [-1.7362, -0.6234, 3.4984], [-2.9688, -1.8315, 1.5961], [-3.1064, -6.8273, 0.6009], [-2.1861, 2.3467, -2.3761], [-0.8409, -3.3036, 0.1607], [1.8787, -2.1215, -3.3336], [-4.0763, 3.8215, -3.9760], [4.1726, -1.3049, -2.0778], [-2.1506, -1.6254, 3.5532], [4.9160, 4.8999, -0.5535], [6.2005, -3.5207, -0.5264], [-4.3368, -5.6794, 1.1023], [-3.1947, -0.4119, -0.0036], [-2.2604, 0.2747, -4.4059], [4.0774, -0.7730, -3.0168], [-3.1593, 0.9707, -6.6483], [-0.6373, -2.8418, 1.4139], [-1.7982, -1.3129, -1.2467], [-1.6302, 3.2217, 1.2687], [-4.5309, 0.2335, -5.8100], [-3.8917, -1.1051, -0.4747], [0.1871, -1.6307, 3.7238], [5.9683, -2.3114, -2.6729], [5.3744, -2.8390, -0.6780], [-1.6047, 1.7251, 3.1036], [1.0258, -1.3668, -5.1409], [2.3314, -1.4047, 1.5373], [-4.0135, -0.4712, 1.9890], [3.9547, 3.7212, 1.3935], [0.4317, 2.1977, 1.1708], [0.3204, 0.9329, -5.1154], [5.2421, -2.1668, -1.8848], [-3.7534, -5.6885, -0.5870]], "charge": 2, "lumo_energy_ev": -5.53, "e_above_lowest_kj_mol": 117.02, "homo_ev": -12.773, "largest_force_ha_per_bohr": 0.0145, "homo_lumo_gap_ev": 7.247, "multiplicity": 1}


{"formula": "C47H48F42N12O28S14", "method": "ωB97M-V/def2-TZVPD", "elements": ["H", "C", "H", "C", "F", "F", "S", "C", "O", "O", "C", "F", "O", "C", "H", "H", "H", "C", "H", "F", "S", "H", "F", "H", "S", "C", "C", "F", "O", "N", "C", "O", "F", "F", "C", "O", "F", "H", "H", "F", "H", "C", "H", "H", "C", "C", "H", "H", "O", "C", "O", "F", "N", "S", "C", "S", "H", "C", "H", "H", "C", "O", "O", "H", "H", "N", "H", "O", "H", "C", "S", "C", "F", "C", "O", "F", "C", "O", "N", "H", "N", "H", "H", "C", "F", "N", "O", "F", "O", "C", "H", "C", "F", "H", "C", "F", "F", "F", "H", "C", "C", "F", "F", "N", "O", "O", "O", "C", "H", "O", "H", "S", "C", "C", "O", "H", "O", "O", "H", "N", "C", "F", "H", "S", "F", "H", "O", "H", "F", "H", "F", "C", "C", "N", "F", "N", "H", "F", "H", "F", "H", "F", "F", "C", "C", "C", "S", "H", "S", "S", "C", "F", "S", "H", "C", "F", "O", "C", "H", "O", "F", "C", "H", "C", "F", "S", "O", "F", "F", "F", "N", "C", "C", "F", "C", "H", "C", "H", "S", "F", "O", "F", "H", "N", "H", "O", "F", "C", "F", "C", "H"], "coordinates": [[-1.0064, 5.2572, 0.6522], [7.2824, 12.6984, -19.3424], [15.1042, -0.8344, -9.0108], [15.7065, 13.5910, -19.3059], [16.8072, 13.9208, -8.3054], [10.6254, 6.0123, -7.1130], [18.9905, 12.7378, -7.5004], [12.0700, -2.2057, -15.2034], [10.2289, -0.2943, -14.3264], [7.8121, -1.0088, -13.2115], [11.7783, 4.2618, -14.9995], [16.0686, 9.1358, -8.0367], [12.8747, 11.3154, -16.3594], [7.3012, 9.7455, -18.3813], [5.3182, 9.4265, -21.2690], [7.8919, 13.4256, -19.8789], [4.7917, 1.9818, -5.5561], [14.3143, 2.2466, -10.3357], [0.9108, 5.8452, -3.5551], [12.8419, -1.9006, -14.1734], [20.7186, 3.8495, -3.9077], [8.3343, 9.6647, -18.7194], [10.6584, 0.0636, -4.5931], [15.6583, 0.8796, -5.9872], [14.3587, 12.9638, -18.1346], [1.8646, 3.4854, -4.5925], [4.9137, 3.4495, -7.6341], [12.5039, -1.4410, -16.2577], [19.3141, 2.5423, -1.1780], [9.5245, 3.7151, -5.5368], [15.8654, 0.2201, -6.8300], [5.0327, 4.1722, -13.7575], [8.8298, 0.7713, -5.4156], [16.8446, -4.1871, -11.4116], [13.6466, 2.7725, -11.5137], [17.4098, -7.1101, -9.0307], [16.9090, 13.3671, -18.6650], [15.1534, -0.6024, -6.7620], [4.7318, 10.0042, -18.5472], [7.9271, 6.9273, -12.2716], [1.0971, 5.0678, -5.9330], [11.7280, 3.6756, -12.6241], [3.0179, 1.9959, -3.5987], [14.0049, 0.2043, -11.0575], [6.4208, 7.4029, -22.1485], [7.1696, 8.3696, -21.2443], [11.8596, 3.4176, -10.5221], [-0.6075, 3.5886, 1.0132], [9.9642, 2.7527, -3.2608], [3.8557, 2.5194, -5.5919], [17.5575, -4.7189, -8.7198], [8.3011, 8.3781, -13.8351], [14.8696, 11.6125, -18.1608], [5.8661, 7.1178, -13.9235], [12.3625, 3.3434, -11.4750], [5.2728, 5.0131, -14.9502], [7.7014, 12.4101, -18.3783], [17.2995, 8.8817, -8.5122], [-0.2375, 6.0854, -1.2766], [12.5271, 4.6520, -15.6888], [17.5811, 13.9262, -7.1903], [20.8919, 5.1213, -4.6372], [14.6337, 13.6870, -16.9491], [7.6475, 7.7407, -20.4932], [-0.4987, 2.0067, -0.8610], [3.8119, 3.3854, -6.6459], [8.1336, 11.2955, -20.7545], [14.1561, -4.9617, -7.1000], [11.1619, 5.1055, -14.6889], [10.1213, 1.0383, -5.3157], [13.9030, 10.6703, -17.1327], [14.7259, 2.9742, -9.2324], [22.1835, 2.4999, -5.8113], [5.0852, 10.8855, -19.0825], [19.4701, 12.9980, -8.8385], [14.6075, -8.4135, -8.4551], [14.0780, -7.5028, -7.6487], [13.0583, 13.1809, -18.7864], [18.1861, 11.1640, -7.2937], [16.8841, -0.1606, -6.9030], [19.1060, 3.4065, -3.5299], [5.6389, 4.2556, -7.5223], [6.2165, 7.8011, -23.1424], [6.0887, 9.1135, -20.5643], [14.1546, -7.9589, -6.4411], [6.5451, 5.8088, -14.7812], [19.6835, 10.3246, -9.1236], [16.5992, 4.0315, -0.7722], [20.0657, 12.8926, -6.5200], [5.1695, 12.1377, -18.1269], [6.8488, 6.4202, -22.3467], [13.7297, 3.2541, -13.9326], [16.0953, 10.9656, -15.3648], [6.9016, 8.7765, -18.0821], [-0.1125, 2.8353, -1.4360], [8.8388, -4.1687, -11.3078], [18.1086, 15.1661, -7.0842], [7.0978, 3.2783, -16.0816], [5.3728, 2.4660, -7.5338], [15.2573, 10.0848, -15.8688], [7.3974, 7.8459, -12.9833], [16.4287, 4.8323, -2.7372], [8.7126, 6.8769, -6.4954], [10.0721, -2.5654, -13.5043], [9.4305, -2.0464, -15.8609], [8.3097, 5.5070, -4.1692], [13.5175, 9.4658, -17.9093], [14.2859, 2.6763, -12.7670], [0.7425, 1.5428, -2.9048], [4.0422, 5.7377, -15.4245], [4.4666, 10.9818, -19.9748], [15.1168, -5.8959, -7.6048], [16.9662, 3.8242, -2.0065], [15.2990, 2.3320, -8.1128], [5.2594, 8.0682, -14.8353], [11.3183, 3.4435, -15.5535], [21.6553, 3.5825, -2.7977], [4.9947, 6.7372, -12.8260], [6.5476, 11.6335, -21.1591], [12.4026, 3.7376, -13.8326], [2.9116, 2.5632, -4.5115], [10.7326, 7.5587, -5.6011], [14.1681, 3.3300, -14.9167], [10.2401, -1.6945, -14.7183], [5.9745, 4.4018, -17.5997], [2.8044, 4.9710, -7.5329], [19.4933, 4.9523, -1.6657], [10.7395, 4.1020, -12.5376], [6.8849, -3.2372, -11.1134], [14.4977, 4.0295, -9.2583], [16.2901, -6.1808, -11.9664], [2.8685, 4.3130, -6.6789], [0.7453, 4.9670, -2.9488], [6.4805, 10.2664, -19.5725], [15.7476, 14.8984, -19.4786], [-0.3974, 4.0823, -1.0346], [-2.2112, 4.2397, 0.1459], [18.4117, -5.6775, -11.5484], [5.5977, 8.3873, -19.9165], [17.0354, 8.2769, -9.6660], [5.4688, 7.0033, -21.7988], [16.8690, 13.6692, -6.0097], [6.9891, 8.7318, -12.0305], [17.1584, -5.4801, -11.2063], [5.9663, 13.1534, -18.8102], [5.8952, 3.7723, -16.4587], [8.3192, -2.4044, -13.2953], [5.3845, 13.5131, -19.6588], [18.9325, 3.6521, -2.0539], [16.8322, -5.8186, -9.3352], [-1.1332, 4.2311, 0.3068], [16.0122, 9.2347, -16.6007], [9.6401, 5.1830, -4.6321], [15.5519, 2.8449, -7.1967], [7.1690, 11.4713, -20.2784], [21.2641, 1.3013, -4.3765], [7.4858, -3.2540, -14.1448], [9.9371, 6.5449, -6.0546], [7.2758, 10.4454, -17.5461], [11.7984, 3.0518, -4.8756], [12.8353, -7.2226, -8.0812], [14.4652, 0.7996, -10.2828], [7.8606, 8.8847, -21.9116], [8.2035, -2.9744, -11.4732], [17.9266, 8.1233, -7.6503], [18.3214, 10.6460, -8.6877], [16.1994, -6.0768, -6.6809], [10.6329, 0.9075, -6.5537], [20.0729, 2.0764, -5.9129], [8.6813, -2.0224, -10.6355], [15.4547, 0.9756, -8.1253], [1.8307, 4.3042, -5.7206], [0.0340, 5.1495, -1.7422], [15.6832, 13.0172, -20.5512], [0.9930, 3.6660, -3.4470], [5.4952, 11.7763, -17.1515], [15.0367, 0.2301, -9.1799], [6.1222, 14.1327, -18.3577], [10.4143, 2.8389, -4.6713], [14.7060, 9.4526, -14.8274], [17.4235, 11.3865, -9.5948], [5.1408, 2.6932, -16.5487], [15.3244, 2.3890, -12.8404], [15.3865, -5.7248, -9.3090], [4.5562, 3.5429, -8.6595], [10.6275, 5.4044, -3.5856], [12.0176, -3.5035, -15.4953], [0.5993, 2.5715, -2.6086], [16.4000, 2.6707, -2.3837], [21.0822, 2.3439, -5.0973], [4.2080, 12.6494, -18.1698]], "charge": -2, "lumo_energy_ev": -3.96, "e_above_lowest_kj_mol": 925.23, "homo_ev": -4.449, "largest_force_ha_per_bohr": 0.1894, "homo_lumo_gap_ev": 0.491, "multiplicity": 1}